Formula: C48H57AsCl2CsFN6O2S
Source: the Open Molecules 2025 dataset
Level of theory: ωB97M-V/def2-TZVPD

Each line ends with the Mulliken charge.
Cartesian coordinates (Å):
Cs 1.8261 -1.2026 -2.0694  0.907
C -3.3565 2.7409 5.1518  -1.596
C -3.5692 3.0730 3.6669  2.122
C -3.3856 4.5794 3.4736  -2.200
C -5.0044 2.7081 3.2599  -1.639
C -2.5772 2.2638 2.8381  0.075
C -1.5542 2.8468 2.0976  -0.273
C -0.6886 2.0144 1.3982  -0.974
N -0.7625 0.6971 1.3890  -0.166
C -1.7495 0.1126 2.0832  -0.873
C -2.6570 0.8784 2.8164  0.207
C -1.7959 -1.3679 2.0403  -0.216
C -2.6556 -2.1295 2.8316  0.235
C -2.6087 -3.5182 2.7963  0.063
C -1.6825 -4.0992 1.9383  0.127
C -0.8875 -3.2704 1.1521  -1.090
N -0.9375 -1.9521 1.2015  -0.060
C -3.5475 -4.3302 3.6832  1.931
C -3.3710 -5.8363 3.4812  -2.221
C -5.0014 -3.9664 3.3469  -1.583
C -3.2575 -4.0021 5.1556  -1.591
H -4.0342 3.3301 5.7745  0.447
H -2.3298 2.9624 5.4480  0.364
H -3.5453 1.6844 5.3476  0.319
H -4.1403 5.1185 4.0494  0.439
H -3.4994 4.8567 2.4244  0.434
H -2.4034 4.9066 3.8187  0.378
H -5.7232 3.2690 3.8617  0.458
H -5.2015 1.6462 3.4058  0.313
H -5.1712 2.9422 2.2074  0.366
H -1.4108 3.9165 2.0529  0.506
H 0.1169 2.4437 0.8095  0.476
H -3.4362 0.3757 3.3738  0.356
H -3.3561 -1.6323 3.4902  0.297
H -1.5525 -5.1691 1.8687  0.528
H -0.1598 -3.6886 0.4614  0.346
H -3.5417 -6.1170 2.4409  0.420
H -4.0913 -6.3763 4.0991  0.449
H -2.3693 -6.1574 3.7715  0.398
H -5.2222 -4.2149 2.3075  0.369
H -5.1863 -2.9010 3.4857  0.294
H -5.6911 -4.5164 3.9919  0.447
H -2.2071 -4.1895 5.3839  0.360
H -3.8743 -4.6211 5.8120  0.457
H -3.4707 -2.9555 5.3776  0.313
C 3.3727 -6.1866 1.4558  -1.496
C 2.8265 -4.8909 0.9070  0.465
N 2.5773 -3.8793 1.6482  0.139
O 2.9108 -4.0745 3.0006  -0.539
C 2.5990 -4.7959 -0.5386  -0.028
C 2.8978 -5.9719 -1.4363  -1.346
N 2.1820 -3.6605 -1.0165  0.402
O 2.0234 -3.5268 -2.2957  -0.942
H 3.3708 -6.1647 2.5426  0.419
H 4.3963 -6.3369 1.1079  0.274
H 2.7728 -7.0277 1.1088  0.303
H 2.8153 -3.1717 3.3336  0.389
H 3.9246 -6.3279 -1.3183  0.284
H 2.7591 -5.6221 -2.4578  0.371
H 2.2204 -6.8122 -1.2574  0.245
S 4.4573 0.9801 -2.4757  -0.306
C 4.4649 1.8253 -3.9839  0.026
C 5.4920 1.7362 -4.9352  -0.775
C 5.4023 2.4232 -6.1337  -0.361
C 4.2928 3.2105 -6.4225  -0.786
C 3.2722 3.3208 -5.4852  -0.170
C 3.3583 2.6622 -4.2671  0.118
As 1.9673 2.5022 -2.9158  0.930
C 2.5560 3.7007 -1.4764  0.248
C 1.5588 4.1628 -0.6162  -0.626
C 1.8697 4.8793 0.5305  -0.472
C 3.1960 5.1644 0.8297  -0.444
C 4.1946 4.7421 -0.0369  -0.784
C 3.8786 4.0076 -1.1739  -0.123
C 0.7570 3.8587 -3.7189  -0.491
C 1.0098 5.2301 -3.7368  0.178
C 0.1503 6.1056 -4.3832  -0.669
C -0.9780 5.6223 -5.0348  -0.378
C -1.2414 4.2602 -5.0300  -0.539
C -0.3793 3.3913 -4.3747  -0.358
H 6.3498 1.1092 -4.7260  0.391
H 6.1998 2.3335 -6.8647  0.319
H 4.2138 3.7208 -7.3753  0.368
H 2.3983 3.9189 -5.7191  0.322
H 0.5196 3.9652 -0.8640  0.649
H 1.0790 5.2021 1.1994  0.292
H 3.4431 5.7108 1.7325  0.365
H 5.2312 4.9694 0.1851  0.331
H 4.6674 3.6464 -1.8215  0.388
H 1.8964 5.6086 -3.2393  0.391
H 0.3632 7.1692 -4.3871  0.372
H -1.6446 6.3065 -5.5471  0.340
H -2.1183 3.8758 -5.5372  0.435
H -0.5838 2.3253 -4.3594  0.015
Cl 3.8105 -0.1006 0.9716  -0.082
C 3.6100 1.4870 1.7062  0.613
Cl 4.0886 1.5068 3.4163  -0.232
H 2.5618 1.7616 1.6628  -0.461
H 4.2300 2.1990 1.1756  0.142
N 0.8531 -0.9264 4.2184  -0.658
N 1.5300 -1.2586 2.9956  -0.081
H -0.1427 -0.7958 4.0692  0.230
H 1.2238 -0.0351 4.5222  0.251
H 1.2479 -0.6402 2.2284  0.030
H 1.2099 -2.1734 2.7037  0.276
F -0.2709 -4.4146 -6.2261  -0.407
C -0.6996 -3.3670 -5.4208  0.436
C -0.3614 -2.0675 -5.7567  -0.528
C -0.8167 -1.0173 -4.9823  -0.355
C -1.6382 -1.2239 -3.8225  0.994
C -2.1311 -0.1776 -3.0544  -1.395
C -1.9246 -2.5985 -3.5159  -0.537
C -1.4614 -3.6378 -4.2944  -0.493
H 0.2654 -1.8901 -6.6240  0.388
H -0.5487 -0.0004 -5.2523  0.184
H -2.7442 -0.3596 -2.1788  0.182
H -1.9220 0.8588 -3.2941  0.057
H -2.5155 -2.8100 -2.6306  0.232
H -1.6727 -4.6690 -4.0330  0.355

## Properties
Total energy ... -163717.754 eV
Gap between HOMO and LUMO ... 0.110 Ha
Total charge ... -2
Energy relative to the best compared isomer or geometry (same formula, charge and spin) ... 1.340 eV
Maximum force ... 3.493 eV/Å